Record 1
Computed, not measured: C4H5NO as an isolated structure, with wB97M-V/def2-TZVPD.

For the energy relative to the best compared isomer or geometry (same formula, charge and spin), the calculation gives 99.3 kcal/mol. The value obtained for the LUMO energy (alpha / beta) is -0.44 / -0.44 eV. The calculation puts the total energy at -7762.2196 eV. As for the highest occupied orbital energy (alpha / beta): -8.65 / -8.65 eV.

Geometry (Å):
C 0.15480 -0.24921 0.19793
C 0.18352 1.02876 -2.02857
C 0.53886 0.06318 -1.14163
C -0.46045 -0.61946 2.02482
N 0.07794 -1.61163 1.04803
O -0.48840 0.46708 1.12442
H 0.64638 1.07713 -3.04482
H -0.54407 1.85197 -1.81643
H 1.19076 -0.68177 -1.67240
H -1.38998 -0.86685 2.36565
H 0.09066 -0.45921 2.94301

Forces on the atoms, in the same order (eV/Å):
-1.4 -6.8 4.3
-0.4 0.7 0.8
0.8 -0.1 -2.9
1.7 -1.4 -1.2
1.1 6.7 -3.3
0.6 1.8 -0.3
-0.5 -0.3 1.1
0.8 -0.8 0.0
-0.5 0.4 1.3
-3.0 -0.6 0.5
0.9 0.4 -0.2

Record 2
Computed, not measured: the molecule C4H4OS, with wB97M-V/def2-TZVPD.

For the energy relative to the best compared isomer or geometry (same formula, charge and spin), the calculation gives 15.7 kcal/mol. The structure (SMILES) is Sc1ccco1. The value obtained for the LUMO energy is 0.75 eV. The calculation puts the total energy at -17094.4649 eV. As for the highest occupied orbital energy: -8.13 eV.

Geometry (Å):
S 1.46989 -0.34822 1.27107
C 0.17408 -0.16135 0.13499
C -0.63345 -1.00035 -0.57098
C -1.54318 -0.16732 -1.32967
C -1.18713 1.10809 -1.03535
O -0.15568 1.13268 -0.12391
H 1.54998 -1.70073 1.28245
H -0.78543 -2.06334 -0.51673
H -2.37891 -0.48054 -1.94315
H -1.52042 2.08030 -1.36229

Forces on the atoms, in the same order (eV/Å):
0.5 -0.2 0.5
-0.9 -0.4 -0.6
-0.8 0.2 -0.1
0.6 0.6 0.6
0.0 -0.1 0.1
0.0 -0.3 -0.5
-0.3 0.4 -0.2
0.6 -0.1 0.2
0.3 0.0 0.0
0.0 -0.1 0.1

Record 3
Computed, not measured: C20H20BF2IN7O4Re as an isolated structure, with wB97M-V/def2-TZVPD.

For the energy relative to the best compared isomer or geometry (same formula, charge and spin), the calculation gives 0.0 kcal/mol. The value obtained for the LUMO energy (alpha / beta) is -4.87 / -4.59 eV. The calculation puts the total energy at -56022.5078 eV. As for the highest occupied orbital energy (alpha / beta): -10.20 / -10.04 eV. Its total charge is +1. The spin multiplicity is 2.

Geometry (Å):
Re -0.06160 0.54060 -0.53821
C -1.26176 -2.36296 -0.56056
N -0.44370 -1.41570 0.19332
C -0.12127 -1.63768 1.42727
C 0.48648 -0.55694 2.11566
C 1.03338 -0.34721 3.37182
C 1.45422 0.99121 3.40248
C 1.15037 1.54946 2.16853
N 0.55937 0.61923 1.37690
C -2.54423 -1.63815 -0.90126
C -2.68092 -0.98149 -2.12032
C -3.77846 -0.15905 -2.35762
C -4.75062 0.00345 -1.37938
C -4.63269 -0.67337 -0.16707
C -3.53254 -1.48614 0.06957
H -1.45304 -3.26029 0.03226
H -0.73340 -2.64952 -1.47201
H -0.32784 -2.59138 1.90533
H 1.12718 -1.07928 4.15816
H 1.93131 1.49959 4.22389
H 1.33620 2.54955 1.80732
H -1.92960 -1.11234 -2.88905
H -3.87896 0.33965 -3.31291
H -5.61410 0.62767 -1.56920
H -5.40419 -0.57551 0.58577
H -3.43830 -2.00413 1.01761
N -1.86275 1.38994 0.24130
N -1.91650 2.77286 -0.05394
C -1.04254 3.29201 -0.94292
N -1.21273 4.53606 -1.34033
N -0.02844 2.46913 -1.32353
N 0.73865 2.85712 -2.36739
O 1.72198 2.03278 -2.69008
O 0.66683 3.94398 -2.94956
H -2.71148 0.93092 -0.10881
H -1.82329 1.28359 1.25587
H -2.75321 3.27955 0.19146
H -1.98827 5.09042 -1.01839
H -0.56513 4.88228 -2.04471
F 0.04581 0.32099 -2.83776
B 1.48806 0.55630 -2.77647
F 2.16696 0.04110 -3.80226
I 3.82030 -4.37016 3.67969
C 3.58977 -2.96003 2.16555
C 2.85322 -3.28715 1.03357
C 2.65206 -2.32983 0.05378
C 3.20777 -1.06354 0.19726
C 3.98601 -0.75992 1.30874
C 4.16569 -1.70377 2.30471
C 3.02909 -0.02019 -0.83449
O 3.80362 0.83017 -1.12981
O 1.77924 -0.11148 -1.46564
H 2.44081 -4.28053 0.91968
H 2.07589 -2.56999 -0.83001
H 4.43330 0.22170 1.39302
H 4.74801 -1.46360 3.18319

Forces on the atoms, in the same order (eV/Å):
-0.3 -0.3 0.0
0.0 0.0 0.1
0.1 0.1 0.0
0.0 0.0 0.0
0.0 0.1 -0.1
0.0 0.0 0.1
0.0 -0.1 0.1
-0.1 -0.1 -0.1
0.0 0.1 0.2
0.0 0.0 0.0
0.0 0.0 0.0
0.0 0.0 0.0
0.0 0.0 0.0
0.0 0.0 0.0
0.0 0.0 0.0
0.0 0.0 0.0
0.0 0.0 0.0
0.0 0.0 0.0
0.0 0.0 0.0
0.0 0.0 0.0
0.0 0.0 0.0
0.0 0.0 0.0
0.0 0.0 0.0
0.0 0.0 0.0
0.0 0.0 0.0
0.0 0.0 0.0
0.1 -0.2 0.0
0.3 0.1 -0.4
-0.9 0.5 0.3
0.2 -0.2 -0.1
1.3 -0.2 -1.1
-0.1 0.5 0.4
-0.7 1.1 0.0
0.2 -1.1 0.4
0.0 0.0 0.0
0.0 0.0 0.0
0.0 0.1 0.0
0.0 0.0 0.0
-0.1 0.1 0.1
0.2 0.2 -0.2
-0.2 -1.0 0.4
0.0 0.2 0.0
0.0 0.0 0.0
0.0 0.0 0.0
0.0 0.0 0.0
0.0 0.0 0.0
0.0 0.0 0.0
0.0 0.0 0.0
0.0 0.0 0.0
-0.2 -0.1 0.0
0.1 0.1 -0.1
0.2 0.1 -0.2
0.0 0.0 0.0
0.0 0.0 0.0
0.0 0.0 0.0
0.0 0.0 0.0

Record 4
Computed, not measured: C31H25ClF3FeN2O11S2 as an isolated structure, with wB97M-V/def2-TZVPD.

For the energy relative to the best compared isomer or geometry (same formula, charge and spin), the calculation gives 47.9 kcal/mol. The value obtained for the LUMO energy (alpha / beta) is 3.99 / 3.67 eV. The calculation puts the total energy at -134791.6524 eV. As for the highest occupied orbital energy (alpha / beta): -2.69 / -2.64 eV. Its total charge is -2. The spin multiplicity is 6.

Geometry (Å):
Fe -0.20594 0.28903 -0.51564
O -1.82026 -1.17395 -0.25080
C -1.86327 -1.93215 0.81389
C -2.78271 -1.70887 1.86628
C -2.83999 -2.55501 2.94796
C -1.98074 -3.66261 3.06412
C -1.05383 -3.88569 2.07439
C -0.98415 -3.04745 0.95367
C 0.00596 -3.23788 -0.07400
N -0.01296 -2.50267 -1.10762
N 0.59474 -2.49058 -2.24408
C 0.37158 -1.36375 -2.95999
O -0.45249 -0.48373 -2.66455
C 1.12276 -1.27545 -4.24798
C 2.18088 -2.12941 -4.54377
C 2.84970 -2.01555 -5.75521
C 2.46510 -1.04623 -6.67567
C 1.42373 -0.17770 -6.36871
C 0.75744 -0.29176 -5.15597
H -3.40845 -0.82684 1.80463
H -3.55099 -2.34863 3.74112
H -2.04000 -4.31891 3.92313
H -0.36154 -4.72338 2.14776
H 0.78775 -3.98459 0.05186
H 2.47926 -2.86704 -3.80713
H 3.67965 -2.67737 -5.97964
H 2.98261 -0.96217 -7.62628
H 1.13820 0.59843 -7.07135
H -0.04763 0.38340 -4.88786
F 3.93544 -0.21377 -0.92195
C 3.89252 0.53422 0.17574
F 4.18568 1.80153 -0.13632
F 4.87561 0.08349 0.99615
S 2.26252 0.44923 1.09298
O 1.58959 1.68177 0.74819
O 2.70058 0.34409 2.45888
O 1.61154 -0.73988 0.52626
C 0.75759 6.97660 1.56237
C 0.09608 5.64881 1.84624
C 0.68674 4.73110 2.71277
C 0.13900 3.47356 2.90546
C -1.02030 3.12066 2.22499
C -1.63850 4.03251 1.37612
C -1.08078 5.29265 1.19487
S -1.67103 1.46522 2.37767
O -1.57592 1.14378 3.78255
O -3.02319 1.54617 1.85029
O -0.79951 0.57615 1.56619
H 1.35988 7.31064 2.41050
H 0.01689 7.74773 1.33684
H 1.42135 6.88798 0.69711
H 1.60710 5.00042 3.22390
H 0.61691 2.74497 3.55364
H -2.54839 3.73322 0.87010
H -1.55351 6.00224 0.52188
C -3.64674 1.24836 -1.92647
C -2.91497 1.75984 -3.13478
C -3.50452 1.73576 -4.38782
C -2.81739 2.18011 -5.50815
Cl -3.60274 2.12895 -7.08040
C -1.53025 2.65510 -5.40229
C -0.92038 2.69075 -4.14986
C -1.60243 2.24707 -3.02725
O -1.05494 2.31711 -1.76906
C 0.21157 3.03653 -1.72151
C 1.37232 2.20318 -2.28576
O 2.15016 2.76010 -3.07684
O 1.40464 1.01045 -1.84463
H -4.69656 1.06081 -2.15728
H -3.58528 1.93949 -1.08636
H -3.21003 0.31000 -1.58134
H -4.51277 1.35440 -4.49743
H -0.98966 2.98499 -6.28012
H 0.10976 3.02834 -4.07606
H 0.41674 3.20593 -0.67248
H 0.10836 3.98295 -2.24509

Forces on the atoms, in the same order (eV/Å):
0.2 -0.5 0.0
0.3 -0.1 0.4
0.0 0.1 -0.4
0.0 0.0 0.0
0.1 -0.1 0.0
-0.1 0.1 0.0
0.1 -0.1 -0.1
-0.1 0.2 -0.1
-0.2 0.0 0.2
0.2 0.0 0.1
-0.1 -0.1 -0.1
-0.2 0.3 -0.2
0.0 -0.3 0.1
0.1 -0.1 0.0
0.0 0.0 0.0
0.0 0.0 0.0
0.0 0.0 0.0
0.0 0.0 0.0
0.0 0.1 -0.1
0.0 -0.1 0.0
0.0 0.0 0.0
0.0 0.0 0.0
-0.1 0.1 0.0
0.2 0.0 0.0
0.0 0.0 -0.1
0.0 0.0 0.0
0.0 0.0 0.1
0.0 -0.1 0.0
0.1 -0.1 0.0
0.0 0.1 -0.1
0.0 -0.1 0.4
0.1 -0.1 -0.1
0.0 0.1 -0.3
0.4 -0.1 0.3
-0.1 0.2 -0.1
-0.1 -0.2 0.0
-0.2 0.4 -0.1
-0.1 -0.1 0.0
0.0 0.1 0.0
0.0 0.1 0.0
0.0 -0.1 -0.1
0.1 0.0 -0.3
0.1 -0.1 0.1
0.0 -0.1 0.0
-0.1 -0.4 -0.1
0.1 0.0 0.2
0.0 0.1 -0.1
-0.1 0.8 -0.1
0.0 0.0 0.0
0.0 0.0 0.0
0.0 0.0 0.0
-0.1 0.0 0.0
-0.1 0.1 -0.1
0.1 0.0 0.0
0.0 0.0 0.0
0.1 0.0 0.0
0.0 -0.1 0.2
0.0 0.0 -0.1
0.0 0.0 0.0
0.0 0.0 0.1
0.0 0.0 0.0
0.1 0.1 -0.2
-0.1 0.1 0.1
0.4 0.0 -0.1
-0.3 -0.1 0.0
0.3 -0.2 0.0
-0.3 -0.3 0.4
-0.3 0.5 0.0
0.0 0.1 0.0
0.0 0.0 0.0
0.1 -0.1 0.1
0.0 0.0 0.0
0.0 0.0 0.0
-0.2 0.0 -0.1
-0.1 0.0 0.3
0.0 0.1 0.0

Record 5
Computed, not measured: a 2-piece molecular cluster, C5H14N2 overall, with wB97M-V/def2-TZVPD.

For the energy relative to the best compared isomer or geometry (same formula, charge and spin), the calculation gives 44.2 kcal/mol. The structure (SMILES) is C[C@@H]1CN1.CNC. The value obtained for the LUMO energy is 1.08 eV. The calculation puts the total energy at -8390.7033 eV. As for the highest occupied orbital energy: -8.57 eV.

Geometry (Å):
C -1.07880 -2.19470 0.55492
C 0.32928 -1.95877 0.07026
C 1.48628 -2.21001 0.95599
N 1.11526 -0.85927 0.58454
H -1.76990 -1.52688 0.04300
H -1.37867 -3.22120 0.35297
H -1.15332 -2.01684 1.62684
H 0.46942 -2.12276 -0.99375
H 2.41869 -2.55477 0.53043
H 1.30286 -2.55265 1.96794
H 0.64894 -0.34910 1.32988
C -0.42076 1.40875 -1.63588
N -0.26865 2.74884 -1.10137
C -0.21115 2.75812 0.34578
H -0.40195 1.45663 -2.72319
H -1.39208 1.02270 -1.32315
H 0.35653 0.71279 -1.29035
H 0.58488 3.15915 -1.47061
H -1.16092 2.38552 0.73206
H 0.59828 2.13277 0.75274
H -0.07421 3.78166 0.69094

Forces on the atoms, in the same order (eV/Å):
0.3 0.1 -0.1
-0.3 -0.3 0.0
0.2 -0.4 0.1
0.2 0.9 -0.1
-0.1 0.0 0.0
-0.1 -0.1 0.0
0.0 0.0 0.1
0.0 0.0 0.0
0.1 0.0 0.0
-0.1 0.0 0.0
0.0 -0.2 0.0
0.1 0.0 0.0
0.2 0.3 -0.2
0.1 0.0 0.0
-0.1 -0.1 -0.1
-0.1 -0.1 -0.1
-0.1 0.0 0.0
-0.2 0.0 0.1
0.0 0.0 0.1
0.0 0.0 0.0
0.0 0.0 0.1